P.
This record from OMol25 describes a molecular structure, C3H5NO. The level of theory is the ωB97M-V functional and the def2-TZVPD basis.

Properties
**LUMO energy**: 0.0316 Eh
**HOMO**: -10.094 eV
**HOMO-LUMO gap**: 10.95 eV

Cartesian coordinates (Å):
1 O 0.336 0.556 -1.016
2 C 0.333 1.067 0.323
3 C -0.067 -0.303 0.903
4 C -0.405 -0.624 -0.517
5 N -0.800 -1.567 -1.241
6 H -0.083 -1.102 -2.212
7 H 1.294 1.501 0.571
8 H -0.457 1.825 0.379
9 H -0.904 -0.373 1.585
10 H 0.753 -0.979 1.225

Q.
This record from OMol25 describes a single C3H5NO molecule. The level of theory is the ωB97M-V functional and the def2-TZVPD basis.

Properties
**LUMO energy (alpha / beta)**: -0.0563 / -0.0673 Eh
**HOMO (alpha / beta)**: -9.354 / -9.523 eV
**HOMO-LUMO gap (alpha / beta)**: 7.82 / 7.69 eV

Cartesian coordinates (Å):
1 C 0.443 -0.228 -0.248
2 N 1.378 0.356 0.459
3 C -0.774 0.919 0.393
4 C 0.061 -1.244 -0.988
5 O -1.909 0.595 0.743
6 H 1.619 -0.093 1.344
7 H -0.030 1.364 1.223
8 H -0.558 1.696 -0.361
9 H 0.600 -2.181 -0.968
10 H -0.828 -1.184 -1.598

R.
This record from OMol25 describes 2 unconnected molecules or ions with the total composition C3H5NO. The level of theory is the ωB97M-V functional and the def2-TZVPD basis.

Properties
**LUMO energy**: 0.0200 Eh
**HOMO**: -8.446 eV
**HOMO-LUMO gap**: 8.99 eV

Cartesian coordinates (Å):
1 O 2.152 -0.605 0.231
2 C 0.995 -0.309 0.179
3 C 0.209 1.033 0.255
4 N -0.992 0.222 0.052
5 C -0.322 -1.018 -0.055
6 H 0.302 1.584 1.202
7 H 0.413 1.723 -0.580
8 H -1.903 0.401 0.437
9 H -0.591 -1.953 -0.593
10 H -0.070 -1.392 -1.434

S.
This record from OMol25 describes a molecular structure, C3H5NO. The level of theory is the ωB97M-V functional and the def2-TZVPD basis.

Properties
**LUMO energy (alpha / beta)**: 0.0031 / -0.0633 Eh
**HOMO (alpha / beta)**: -9.467 / -8.910 eV
**HOMO-LUMO gap (alpha / beta)**: 9.55 / 7.19 eV

Cartesian coordinates (Å):
1 C 0.074 2.041 -0.765
2 C -0.849 1.045 -0.774
3 C 1.676 -0.584 1.058
4 N -1.884 2.062 -0.556
5 O -0.872 3.032 -0.692
6 H 1.183 2.102 -0.780
7 H 2.015 -1.200 0.222
8 H 0.973 0.217 0.952
9 H 2.193 -0.710 1.999
10 H -2.685 2.027 -1.322

The most stable of them is P.

P.
This record from OMol25 describes a single C3H5NO molecule. The level of theory is the ωB97M-V functional and the def2-TZVPD basis.

Properties
**LUMO energy**: 0.0375 Eh
**HOMO**: -9.634 eV
**HOMO-LUMO gap**: 10.65 eV
**SMILES**: C1=NCCO1

Cartesian coordinates (Å):
1 C -0.658 -0.735 -0.018
2 C -0.547 0.781 0.203
3 N 0.827 1.109 -0.202
4 C 1.422 -0.007 -0.251
5 O 0.722 -1.152 -0.070
6 H -1.146 -1.265 0.802
7 H -1.133 -1.003 -0.971
8 H -1.292 1.367 -0.341
9 H -0.625 1.028 1.268
10 H 2.490 -0.146 -0.384

Q.
This record from OMol25 describes a single C3H5NO molecule. The level of theory is the ωB97M-V functional and the def2-TZVPD basis.

Properties
**LUMO energy (alpha / beta)**: -0.0130 / -0.0037 Eh
**HOMO (alpha / beta)**: -8.017 / -9.510 eV
**HOMO-LUMO gap (alpha / beta)**: 7.66 / 9.41 eV
**SMILES**: C=C[N+](=C)[O-]

Cartesian coordinates (Å):
1 C -0.700 -1.078 1.395
2 C 0.835 1.079 -1.593
3 C -0.058 -0.702 0.279
4 N -0.060 0.613 -0.084
5 O -0.650 1.517 0.510
6 H -0.747 -2.097 1.718
7 H -1.193 -0.329 1.991
8 H 0.743 2.112 -1.816
9 H 1.363 0.267 -2.029
10 H 0.467 -1.383 -0.372

The most stable of them is P.

P.
This record from OMol25 describes a molecular structure, C8H13N. The level of theory is the ωB97M-V functional and the def2-TZVPD basis.

Properties
**LUMO energy**: 0.0369 Eh
**HOMO**: -8.852 eV
**HOMO-LUMO gap**: 9.86 eV

Cartesian coordinates (Å):
1 C -2.743 -0.421 0.168
2 C -1.377 -0.698 -0.330
3 C -0.551 0.625 -0.484
4 C 0.033 1.351 0.735
5 C 0.904 0.605 -0.811
6 C 1.546 -0.179 0.206
7 C 2.512 -1.329 -0.154
8 C 1.028 0.305 1.347
9 H -3.058 -1.532 0.770
10 H -2.663 0.335 1.014
11 H -3.676 -0.139 -0.588
12 H -1.395 -1.341 -1.304
13 H -0.906 -1.198 0.525
14 H -1.085 1.323 -1.242
15 H -0.795 1.862 1.357
16 H 0.484 2.631 -0.889
17 H 1.225 0.522 -1.880
18 H 3.470 -0.824 -0.488
19 H 2.744 -1.872 0.849
20 H 2.241 -2.075 -0.898
21 H 1.043 0.007 2.368
22 N 1.020 2.041 -0.273

Q.
This record from OMol25 describes 2 unconnected molecules or ions with the total composition C8H13N. The level of theory is the ωB97M-V functional and the def2-TZVPD basis.

Properties
**LUMO energy**: 0.0291 Eh
**HOMO**: -8.452 eV
**HOMO-LUMO gap**: 9.24 eV
**SMILES**: C=CC(=C)C.C#CCN

Cartesian coordinates (Å):
1 C -0.067 -1.575 1.558
2 N -1.263 -2.275 1.047
3 C -0.753 -0.596 2.386
4 C -1.839 -0.203 2.816
5 H -2.083 -1.887 1.852
6 H -1.058 -2.517 0.080
7 H 0.500 -1.109 0.748
8 H 0.585 -2.192 2.192
9 H -2.386 0.470 3.427
10 C 1.462 0.034 -2.501
11 C 0.511 0.705 -1.548
12 C 1.130 1.659 -0.618
13 C -0.810 0.547 -1.645
14 C 0.641 2.029 0.562
15 H 2.107 2.029 -0.915
16 H 2.060 0.773 -3.038
17 H 2.153 -0.607 -1.950
18 H 0.931 -0.556 -3.246
19 H -1.250 -0.040 -2.437
20 H -1.491 1.015 -0.951
21 H 1.217 2.643 1.239
22 H -0.298 1.652 0.942

R.
This record from OMol25 describes a single C8H13N molecule. The level of theory is the ωB97M-V functional and the def2-TZVPD basis.

Properties
**LUMO energy**: 0.0317 Eh
**HOMO**: -8.828 eV
**HOMO-LUMO gap**: 9.69 eV
**SMILES**: C=C(C)[C@@]1(C)N=C1CC

Cartesian coordinates (Å):
1 C -1.380 -1.599 -0.922
2 C -0.003 2.397 0.450
3 C 1.699 -1.390 1.020
4 C -0.521 -0.735 -0.019
5 C -1.052 0.525 0.532
6 C 0.964 -0.888 -0.187
7 C -1.604 1.840 0.329
8 C 1.557 -0.681 -1.356
9 N -1.047 -0.463 1.350
10 H -1.197 -1.374 -1.972
11 H -2.435 -1.439 -0.705
12 H -1.146 -2.651 -0.758
13 H -0.024 3.349 -0.076
14 H 0.866 1.904 0.026
15 H 0.183 2.586 1.507
16 H 2.776 -1.374 0.871
17 H 1.385 -2.410 1.248
18 H 1.442 -0.785 1.891
19 H -1.870 2.066 -0.701
20 H -2.241 2.178 1.145
21 H 2.623 -0.786 -1.476
22 H 1.024 -0.269 -2.199

The most stable of them is R.

P.
This record from OMol25 describes 3 unconnected molecules or ions with the total composition C2H11NO3. The level of theory is the ωB97M-V functional and the def2-TZVPD basis.

Properties
**LUMO energy**: 0.0174 Eh
**HOMO**: -9.504 eV
**HOMO-LUMO gap**: 9.98 eV
**SMILES**: NCCO.O.O

Cartesian coordinates (Å):
1 C -0.316 -1.610 0.031
2 O -1.629 -1.325 0.384
3 C 0.216 -0.434 -0.817
4 N 1.649 -0.921 -1.350
5 H -0.127 -2.607 -0.509
6 H 0.268 -1.615 0.983
7 H -1.775 -0.535 0.931
8 H 0.670 0.457 -0.237
9 H -0.456 -0.130 -1.641
10 H 1.832 -0.186 -2.002
11 H 1.414 -1.784 -1.858
12 H -0.763 3.156 -1.553
13 H -1.983 3.354 -0.669
14 O -1.304 2.728 -0.862
15 H 1.204 0.911 2.450
16 H 0.497 0.427 3.879
17 O 0.602 0.115 2.841

Q.
This record from OMol25 describes 4 unconnected molecules or ions with the total composition C2H11NO3. The level of theory is the ωB97M-V functional and the def2-TZVPD basis.

Properties
**LUMO energy**: -0.1720 Eh
**HOMO**: -9.528 eV
**HOMO-LUMO gap**: 4.85 eV

Cartesian coordinates (Å):
1 C 0.310 -1.050 -1.042
2 N -1.033 -0.697 -0.751
3 C -1.402 -0.653 0.633
4 O -0.649 1.734 -1.228
5 H 0.356 -1.129 -2.132
6 H 0.980 -0.194 -0.808
7 H 0.835 -1.883 -0.568
8 H -1.068 0.381 -1.079
9 H -0.665 0.056 1.092
10 H -1.079 -1.584 1.106
11 H -2.417 -0.287 0.741
12 H 1.149 0.510 0.859
13 H 0.686 1.661 -0.112
14 O 1.311 1.432 0.584
15 H -1.197 2.170 -1.867
16 H 1.624 -1.285 2.377
17 O 1.093 -1.097 1.593

The most stable of them is P.

P.
This record from OMol25 describes 3 unconnected molecules or ions with the total composition C2H11NO3. The level of theory is the ωB97M-V functional and the def2-TZVPD basis.

Properties
**LUMO energy**: 0.0154 Eh
**HOMO**: -9.460 eV
**HOMO-LUMO gap**: 9.88 eV
**SMILES**: NCCO.O.O

Cartesian coordinates (Å):
1 C -0.421 -1.314 -0.489
2 O -0.399 -0.864 -1.859
3 C 0.852 -0.807 0.230
4 N 0.920 -1.382 1.535
5 H -0.405 -2.426 -0.477
6 H -1.265 -0.858 0.033
7 H -0.157 -1.584 -2.475
8 H 0.896 0.340 0.262
9 H 1.780 -1.051 -0.309
10 H 0.157 -1.017 2.086
11 H 1.742 -1.032 1.940
12 H -0.086 1.462 -2.306
13 H -0.454 2.918 -2.104
14 O -0.147 2.318 -2.756
15 H -0.208 1.639 2.399
16 H -1.740 2.169 2.292
17 O -1.066 1.489 1.995

Q.
This record from OMol25 describes 4 unconnected molecules or ions with the total composition C2H11NO3. The level of theory is the ωB97M-V functional and the def2-TZVPD basis.

Properties
**LUMO energy**: 0.0172 Eh
**HOMO**: -8.350 eV
**HOMO-LUMO gap**: 8.82 eV
**SMILES**: C=CN.O.O.O

Cartesian coordinates (Å):
1 C -2.926 0.020 1.573
2 C -2.152 -0.734 0.617
3 N -1.338 0.036 -0.301
4 H -3.672 0.754 1.078
5 H -3.270 -0.530 2.512
6 H -2.086 -1.867 0.662
7 H -1.610 1.001 -0.517
8 H -1.116 -0.505 -1.122
9 H 0.399 -1.866 -0.102
10 H 0.680 -0.304 -0.171
11 O 1.093 -1.157 -0.146
12 H 2.686 -1.309 -0.796
13 H 4.000 -0.517 -1.451
14 O 3.326 -1.223 -1.690
15 H 1.613 2.511 -0.090
16 H 0.479 3.700 0.359
17 O 0.797 2.751 0.411

The most stable of them is P.